C4H9NO4 in the gas phase, computed with wB97M-V/def2-TZVPD.

Positions of all 18 atoms, in Å:
C  -0.176  -0.369  0.707
C  -0.918  -0.435  -0.521
C  -1.696  0.697  -1.049
C  1.354  0.091  -0.096
N  0.073  -1.636  1.318
O  -0.587  0.652  1.588
O  1.341  1.504  0.013
O  0.916  -0.181  -1.518
O  2.340  -0.540  0.291
H  0.019  1.397  1.453
H  2.244  1.741  0.262
H  1.379  -1.000  -1.754
H  -1.043  -1.412  -0.969
H  1.047  -1.681  1.609
H  -0.529  -1.764  2.123
H  -1.876  0.610  -2.119
H  -2.663  0.679  -0.525
H  -1.225  1.648  -0.812

Its frontier orbital gap is 8.6 eV. The value obtained for the LUMO energy is -0.5 eV.

=====

A molecular structure, C5H10O at a distorted geometry, computed with wB97M-V/def2-TZVPD.

Positions of all 16 atoms, in Å:
O  0.104  0.877  2.138
C  -0.654  1.112  1.057
C  -0.462  0.514  -0.196
C  0.994  0.486  -0.888
C  0.896  -0.960  -1.319
C  -0.177  -1.028  -0.237
H  0.748  0.184  1.923
H  -2.215  -0.604  1.126
H  -1.422  1.852  1.257
H  -1.235  0.822  -0.904
H  1.777  0.662  -0.147
H  1.033  1.258  -1.661
H  0.497  -1.087  -2.330
H  1.791  -1.572  -1.192
H  0.235  -1.379  0.723
H  -1.908  -1.138  0.649

Its frontier orbital gap (spin up / spin down) is 8.3 / 7.1 eV. The value obtained for the LUMO energy (spin up / spin down) is 0.7 / 0.2 eV.

=====

C2H2BrF2I in the gas phase at a distorted geometry, computed with wB97M-V/def2-TZVPD.

Positions of all 8 atoms, in Å:
F  1.305  2.423  -1.066
C  1.136  1.495  -0.110
F  0.885  2.112  1.080
I  3.003  0.187  -0.004
C  -0.120  0.432  -0.260
Br  -1.686  1.473  0.059
H  0.012  -0.362  0.478
H  -0.042  0.063  -1.256

Its frontier orbital gap is 9.8 eV. Its structure (SMILES) is FC(F)(I)CBr. The value obtained for the LUMO energy is -0.4 eV.